# BrH2O2P

A 2-piece molecular cluster, BrH2O2P overall (ωB97M-V/def2-TZVPD, the Open Molecules 2025 dataset).

Each line ends with the Mulliken charge.
Cartesian coordinates (Å):
1 O -0.70584 2.35775 1.04554  -0.4167
2 O 0.30438 0.37091 -0.07655  -0.3080
3 P 0.41399 1.47471 1.12706  0.4308
4 Br 0.83021 -2.32125 -0.86546  -0.2304
5 H -0.52676 -2.43177 -0.39428  0.1945
6 H -0.31598 0.54964 -0.83632  0.3299

Forces on the atoms, in the same order (eV/Å):
O -2.0 2.0 0.1
O -0.3 1.1 -0.3
P 1.5 -2.3 -0.8
Br -0.4 -0.8 -0.1
H 0.6 0.1 -0.2
H 0.6 -0.1 1.2

Computed properties:
HOMO-LUMO gap: 10.37 eV
Strongest force on any atom: 2.90 eV Å⁻¹
E: -83459.40032 eV
Charge: 0
Energy relative to the best compared isomer or geometry (same formula, charge and spin): 0.996 eV
SMILES: O=PO.Br